Entry 1:
DFT (ωB97M-V/def2-TZVPD) results for a molecular structure, C51H40N3P4RhS2Se2 in a non-equilibrium geometry.

The HOMO energy (alpha / beta) comes out at -7.7 / -7.7 eV.

Structure (ORCA input):
```
! wB97M-V def2-TZVPD RIJCOSX def2/J DEFGRID3
* xyz 0 1
Rh -1.362 -0.353 0.023
S -0.722 1.439 1.883
P -2.174 2.165 0.690
C -3.110 0.935 -0.120
P -4.119 -0.281 0.612
S -3.193 -1.403 1.977
C -5.674 0.369 1.316
C -5.883 0.364 2.690
C -7.049 0.896 3.210
C -8.005 1.429 2.361
C -7.789 1.448 0.990
C -6.624 0.929 0.463
C -4.664 -1.241 -0.846
C -5.914 -1.850 -0.871
C -6.310 -2.568 -1.986
C -5.453 -2.708 -3.066
C -4.202 -2.110 -3.038
C -3.811 -1.376 -1.935
C -1.512 3.081 -0.748
C -0.944 2.354 -1.787
C -0.415 3.002 -2.886
C -0.471 4.385 -2.958
C -1.058 5.114 -1.937
C -1.579 4.466 -0.829
C -3.061 3.444 1.649
C -2.325 4.245 2.518
C -2.969 5.195 3.288
C -4.349 5.324 3.209
C -5.081 4.534 2.338
C -4.436 3.601 1.543
H -5.136 -0.080 3.338
H -7.228 0.890 4.277
H -8.932 1.812 2.762
H -8.543 1.865 0.338
H -6.448 0.935 -0.606
H -6.572 -1.764 -0.013
H -7.293 -3.018 -2.011
H -5.757 -3.295 -3.921
H -3.536 -2.218 -3.880
H -2.822 -0.903 -1.915
H -0.912 1.262 -1.724
H 0.043 2.434 -3.684
H -0.055 4.896 -3.813
H -1.122 6.190 -2.002
H -2.036 5.033 -0.029
H -1.252 4.117 2.579
H -2.405 5.830 3.959
H -4.852 6.048 3.831
H -6.155 4.643 2.287
H -4.987 2.986 0.846
Se 5.263 -2.831 0.418
P 4.655 -0.809 0.271
C 4.927 0.079 1.834
C 5.505 -0.566 2.920
C 5.748 0.139 4.085
C 5.418 1.483 4.163
C 4.832 2.121 3.080
C 4.588 1.427 1.912
C 5.602 0.107 -0.985
C 6.661 0.933 -0.632
C 7.350 1.621 -1.615
C 6.996 1.469 -2.946
C 5.963 0.615 -3.301
C 5.267 -0.071 -2.322
C 2.955 -0.462 -0.217
C 1.745 -1.147 -0.402
N 0.817 -0.183 -0.638
N 1.410 0.982 -0.599
N 2.674 0.848 -0.356
P 1.181 -2.835 -0.565
Se -0.962 -2.865 -0.363
C 1.940 -3.771 0.782
C 1.906 -3.159 2.032
C 2.431 -3.821 3.125
C 2.971 -5.089 2.967
C 2.996 -5.693 1.720
C 2.473 -5.042 0.619
C 1.745 -3.446 -2.191
C 3.105 -3.472 -2.481
C 3.533 -3.870 -3.735
C 2.606 -4.241 -4.697
C 1.250 -4.203 -4.413
C 0.816 -3.804 -3.161
H 5.770 -1.612 2.854
H 6.197 -0.361 4.931
H 5.613 2.036 5.070
H 4.565 3.167 3.140
H 4.126 1.910 1.061
H 6.940 1.046 0.407
H 8.164 2.278 -1.341
H 7.525 2.022 -3.710
H 5.697 0.486 -4.341
H 4.459 -0.739 -2.593
H 1.473 -2.170 2.140
H 2.422 -3.344 4.096
H 3.375 -5.609 3.822
H 3.435 -6.673 1.602
H 2.489 -5.499 -0.362
H 3.824 -3.191 -1.724
H 4.591 -3.877 -3.959
H 2.943 -4.561 -5.673
H 0.527 -4.469 -5.172
H -0.241 -3.770 -2.928
*
```

Löwdin population analysis, charges in e, atoms 1 to 99: 0.3765, 0.3535, 0.4144, -0.5095, 0.3790, 0.3192, -0.3604, -0.0962, -0.0735, -0.0804, -0.0781, -0.1124, -0.3407, -0.0882, -0.0784, -0.0805, -0.0752, -0.1344, -0.3231, -0.1288, -0.0745, -0.0856, -0.0841, -0.0754, -0.3526, -0.1189, -0.0759, -0.0818, -0.0726, -0.0728, 0.0707, 0.1059, 0.1032, 0.1052, 0.1177, 0.1097, 0.1038, 0.1026, 0.1046, 0.0545, 0.0523, 0.1056, 0.1001, 0.1007, 0.0963, 0.0876, 0.1054, 0.1014, 0.1034, 0.0907, 0.3845, 0.5798, -0.3543, -0.1117, -0.0807, -0.0816, -0.0743, -0.0912, -0.3444, -0.0739, -0.0764, -0.0834, -0.0756, -0.0867, -0.3934, -0.4094, -0.1346, -0.0434, 0.0180, 0.6765, 0.4489, -0.4011, -0.1045, -0.0686, -0.0730, -0.0818, -0.1058, -0.3314, -0.1066, -0.0664, -0.0742, -0.0752, -0.1040, 0.0490, 0.1027, 0.1019, 0.1051, 0.0932, 0.1080, 0.1043, 0.1020, 0.1039, 0.0981, 0.1136, 0.1099, 0.1053, 0.1072, 0.1113, -0.0021

Entry 2:
DFT (ωB97M-V/def2-TZVPD) results for a molecular structure, C51H42F2N12O11Rb in a non-equilibrium geometry.

The value obtained for the energy relative to the best compared isomer or geometry (same formula, charge and spin) is 17.63 kcal/mol. The HOMO energy comes out at -4.6 eV.

Structure (ORCA input):
```
! wB97M-V def2-TZVPD RIJCOSX def2/J DEFGRID3
* xyz -1 1
Rb -0.037 0.082 0.229
N -1.176 -0.669 -4.190
C -0.640 -0.828 -2.954
N -1.168 -1.477 -1.976
C -2.458 -1.997 -2.144
N -3.192 -2.427 -1.193
N -2.710 -2.534 0.075
C -2.957 -1.599 0.895
C -2.575 -1.715 2.327
C -2.881 -0.661 3.178
C -2.514 -0.742 4.512
C -1.847 -1.874 4.946
C -1.579 -2.872 4.016
N -1.930 -2.812 2.740
C -3.027 -2.025 -3.513
C -4.203 -2.697 -3.834
C -4.735 -2.626 -5.107
C -4.087 -1.865 -6.082
C -2.913 -1.204 -5.785
C -2.376 -1.289 -4.499
H -0.923 0.207 -4.644
H 0.348 -0.390 -2.816
H -3.461 -0.680 0.584
H -3.349 0.235 2.792
H -2.712 0.087 5.175
H -1.530 -1.982 5.976
H -1.040 -3.767 4.318
H -4.692 -3.262 -3.050
H -5.655 -3.145 -5.344
H -4.498 -1.800 -7.082
H -2.394 -0.619 -6.536
F 5.904 -1.706 3.795
C 5.083 -0.679 4.135
C 3.841 -0.571 3.580
C 2.985 0.459 3.977
C 1.632 0.516 3.355
O 1.356 -0.285 2.478
C 0.748 1.536 3.896
C 1.239 2.374 4.834
N 2.535 2.376 5.326
C 2.945 3.408 6.235
C 4.074 4.322 5.853
C 2.660 4.825 5.854
C 3.412 1.387 4.927
C 4.711 1.277 5.465
C 5.548 0.241 5.079
N 6.848 0.080 5.644
C 8.016 -0.262 4.872
C 9.120 0.762 5.115
N 9.374 0.838 6.602
C 8.128 1.219 7.371
C 7.066 0.177 7.057
C -0.707 1.775 3.428
O -1.496 2.117 4.330
O -0.892 1.640 2.199
H 3.484 -1.282 2.842
H 0.578 3.113 5.267
H 2.837 3.152 7.284
H 4.553 4.159 4.891
H 4.735 4.652 6.645
H 2.191 4.981 4.892
H 2.338 5.503 6.632
H 5.058 2.009 6.182
H 7.780 -0.264 3.811
H 8.388 -1.266 5.132
H 8.805 1.751 4.802
H 10.059 0.504 4.627
H 10.133 1.489 6.797
H 9.673 -0.086 6.924
H 7.830 2.206 7.023
H 8.386 1.252 8.428
H 6.141 0.448 7.561
H 7.403 -0.788 7.478
N 0.426 -2.750 0.311
C 1.409 -3.321 0.151
C 2.630 -4.086 0.049
C 3.006 -4.906 1.115
C 4.186 -5.626 1.039
C 4.989 -5.522 -0.094
C 4.610 -4.702 -1.146
C 3.424 -3.984 -1.083
H 2.367 -4.969 1.987
H 4.484 -6.263 1.863
H 5.920 -6.075 -0.148
H 5.242 -4.592 -2.017
H 3.143 -3.308 -1.876
F 2.208 5.407 -5.801
C 2.170 4.924 -4.545
C 1.035 4.462 -4.014
N 0.958 3.980 -2.731
C -0.322 3.478 -2.218
C -0.896 2.286 -3.007
O -0.476 2.116 -4.181
O -1.721 1.606 -2.379
C 2.081 3.869 -1.946
O 2.095 3.398 -0.825
N 3.237 4.356 -2.534
C 3.405 4.926 -3.794
O 4.482 5.356 -4.158
H 0.119 4.433 -4.584
H -1.062 4.280 -2.240
H -0.167 3.191 -1.186
H 4.069 4.275 -1.968
O 4.754 -1.329 -2.008
C 3.933 -0.679 -1.333
O 2.681 -0.657 -1.383
C 4.557 0.208 -0.244
C 5.896 0.071 0.125
C 6.447 0.904 1.090
C 5.633 1.879 1.666
C 4.316 2.027 1.317
C 3.788 1.178 0.376
N 6.177 2.789 2.669
O 5.448 3.645 3.141
O 7.337 2.641 3.003
H 6.481 -0.690 -0.374
H 7.484 0.829 1.383
H 3.713 2.790 1.788
H 2.775 1.281 0.101
*
```

Löwdin population analysis, charges in e, atoms 1 to 99: 0.8791, 0.1177, -0.1978, 0.0739, -0.2871, 0.0655, 0.0448, -0.1365, -0.2748, -0.0284, -0.0712, -0.0748, -0.1568, 0.1228, -0.0806, -0.0312, -0.1022, -0.1022, -0.0197, -0.1779, 0.1163, 0.1244, 0.1288, 0.1171, 0.0989, 0.0907, 0.0951, 0.1051, 0.0908, 0.0938, 0.1121, 0.0598, -0.1993, 0.0897, -0.0483, -0.3181, -0.0726, -0.0114, 0.0371, -0.0007, -0.2754, -0.1020, -0.0812, -0.1280, 0.0561, -0.1481, -0.0888, -0.1370, -0.0807, 0.0532, -0.0842, -0.1497, -0.6704, -0.0324, -0.1657, 0.1472, 0.1421, 0.1467, 0.0723, 0.0990, 0.1145, 0.1017, 0.1078, 0.1294, 0.1345, 0.1174, 0.1370, 0.1776, 0.1739, 0.1399, 0.1311, 0.1359, 0.1337, 0.1458, -0.1395, -0.2032, -0.0381, -0.0970, -0.0955, -0.0647, -0.0185, 0.1153, 0.0940, 0.0942, 0.1081, 0.1125, 0.0698, -0.1875, 0.0457, 0.0207, -0.0258, -0.6809, -0.0459, -0.0265, -0.4419, 0.0777, 0.2180, -0.4103, 0.0726

Entry 3:
DFT (ωB97M-V/def2-TZVPD) results for a molecular structure, C51H43Cl2IrN6O2P2 in a non-equilibrium geometry.

Its expectation value of S² is 8.786. The value obtained for the energy relative to the best compared isomer or geometry (same formula, charge and spin) is 0.00 kcal/mol. The HOMO energy (alpha / beta) comes out at -8.6 / -10.2 eV.

Structure (ORCA input):
```
! wB97M-V def2-TZVPD RIJCOSX def2/J DEFGRID3
* xyz 1 6
Ir -0.062 -1.013 -0.003
Cl -1.935 -5.380 -5.289
C -1.888 -4.590 -3.768
C -0.749 -3.946 -3.378
C -0.697 -3.277 -2.136
N 0.346 -2.560 -1.702
C 1.603 -2.788 -2.202
O 2.007 -3.857 -2.619
C 2.465 -1.568 -2.230
C 3.694 -1.646 -2.869
C 4.454 -0.497 -2.992
C 3.918 0.690 -2.523
C 2.672 0.667 -1.915
N 1.960 -0.439 -1.728
C -1.843 -3.314 -1.272
C -3.003 -3.989 -1.698
C -3.033 -4.604 -2.920
Cl -4.470 -5.388 -3.429
N -1.726 -2.645 -0.110
C -2.490 -2.996 0.968
O -2.999 -4.086 1.170
C -2.663 -1.876 1.943
C -3.344 -2.084 3.133
C -3.574 -1.000 3.966
C -3.191 0.258 3.526
C -2.524 0.366 2.315
N -2.201 -0.684 1.563
H 0.115 -3.948 -4.025
H 4.013 -2.603 -3.255
H 5.427 -0.522 -3.463
H 4.448 1.627 -2.626
H 2.223 1.591 -1.597
H -3.874 -4.024 -1.064
H -3.686 -3.083 3.367
H -4.063 -1.132 4.922
H -3.399 1.149 4.103
H -2.245 1.334 1.936
N -0.775 2.104 -0.545
P 0.240 1.545 0.695
C 1.838 2.437 0.564
C 2.976 1.816 1.074
C 4.184 2.495 1.110
C 4.261 3.796 0.632
C 3.131 4.415 0.114
C 1.919 3.742 0.089
C -0.268 2.529 2.166
C 0.399 2.277 3.364
C 0.125 3.039 4.488
C -0.815 4.060 4.424
C -1.482 4.311 3.234
C -1.215 3.545 2.107
P -1.328 0.907 -1.656
C -2.733 1.779 -2.472
C -3.275 1.189 -3.616
C -4.232 1.852 -4.362
C -4.671 3.111 -3.971
C -4.171 3.684 -2.814
C -3.211 3.017 -2.062
C -0.243 1.091 -3.133
C 0.286 2.321 -3.507
C 1.022 2.441 -4.675
C 1.215 1.334 -5.491
C 0.673 0.109 -5.134
C -0.051 -0.012 -3.957
H -0.703 3.064 -0.861
H 2.910 0.790 1.425
H 5.065 2.007 1.505
H 5.201 4.332 0.670
H 3.195 5.430 -0.257
H 1.043 4.252 -0.296
H 1.148 1.491 3.403
H 0.649 2.843 5.415
H -1.026 4.659 5.299
H -2.215 5.106 3.179
H -1.755 3.733 1.187
H -2.931 0.212 -3.934
H -4.631 1.392 -5.256
H -5.407 3.638 -4.564
H -4.527 4.653 -2.490
H -2.846 3.473 -1.149
H 0.118 3.198 -2.891
H 1.433 3.403 -4.955
H 1.779 1.434 -6.409
H 0.816 -0.754 -5.772
H -0.471 -0.970 -3.671
C -0.370 -3.599 2.926
N -0.298 -2.574 3.948
C 0.016 -3.041 5.276
C 0.156 -1.245 3.567
C 1.494 -1.368 2.870
C 2.635 -1.396 3.676
C 3.874 -1.672 3.130
C 3.939 -2.007 1.785
C 2.795 -1.968 0.995
C 1.540 -1.589 1.484
H -1.224 -4.250 3.129
H 0.537 -4.210 2.942
H -0.471 -3.150 1.941
H -0.550 -3.947 5.490
H -0.224 -2.274 6.011
H 1.082 -3.280 5.350
H 0.203 -0.622 4.459
H -0.567 -0.827 2.869
H 2.555 -1.176 4.738
H 4.763 -1.660 3.746
H 4.881 -2.311 1.341
H 2.899 -2.296 -0.022
*
```

Löwdin population analysis, charges in e, atoms 1 to 99: 1.0169, 0.7192, -0.6673, -0.0346, -0.2153, 0.0447, -0.4538, 0.1013, -0.2390, 0.0163, -0.0295, -0.0211, -0.1301, 0.0881, -0.1954, -0.0283, -0.6633, 0.7235, 0.0244, -0.4931, 0.0818, -0.2355, 0.0050, -0.0305, -0.0216, -0.1329, 0.0481, 0.1158, 0.1252, 0.1158, 0.1150, 0.0804, 0.1156, 0.1276, 0.1171, 0.1166, 0.0731, -0.4004, 0.9099, -0.3771, -0.1000, -0.0596, -0.0689, -0.0655, -0.0892, -0.3726, -0.0962, -0.0662, -0.0745, -0.0675, -0.1046, 0.9553, -0.3506, -0.0963, -0.0681, -0.0766, -0.0784, -0.0994, -0.3923, -0.1000, -0.0711, -0.0707, -0.0618, -0.1207, 0.0362, 0.0864, 0.1110, 0.1087, 0.1096, 0.1020, 0.0963, 0.1086, 0.1082, 0.1099, 0.0923, 0.1033, 0.1096, 0.1075, 0.1064, 0.0810, 0.0990, 0.1081, 0.1078, 0.1109, 0.0870, -0.0052, -0.0532, 0.0022, -0.1334, -0.2914, -0.0664, -0.0845, -0.0706, -0.1261, -0.2285, 0.1166, 0.1359, 0.0588, 0.1104

Entry 4:
DFT (ωB97M-V/def2-TZVPD) results for a molecular structure, C51H43FeGe2N8.

Its expectation value of S² is 0.807. The HOMO energy (alpha / beta) comes out at -6.4 / -6.3 eV.

Structure (ORCA input):
```
! wB97M-V def2-TZVPD RIJCOSX def2/J DEFGRID3
* xyz 0 2
Fe 0.658 0.060 -0.707
C 4.080 1.780 1.449
C 4.876 0.678 1.726
C 4.296 -0.575 1.708
C 2.954 -0.701 1.355
N 2.208 0.356 0.997
C 2.762 1.564 1.096
N 2.416 -1.979 1.505
C 1.285 -2.352 1.074
N 0.375 -1.651 0.241
C -0.688 -2.390 0.063
N -1.699 -2.049 -0.811
C -2.059 -0.578 -2.789
C -3.156 -0.834 -3.602
C -3.859 0.233 -4.142
C -3.445 1.521 -3.858
C -2.351 1.680 -3.023
N -1.676 0.666 -2.503
C -0.598 -3.647 0.807
C -1.482 -4.694 0.959
C -1.067 -5.755 1.760
C 0.187 -5.756 2.364
C 1.074 -4.693 2.200
C 0.653 -3.643 1.414
H 4.465 2.789 1.491
H 5.920 0.797 1.981
H 4.837 -1.470 1.975
H 2.114 2.401 0.872
H -3.445 -1.847 -3.828
H -4.711 0.055 -4.785
H -3.953 2.386 -4.261
H -2.014 2.677 -2.754
H -2.451 -4.681 0.479
H -1.728 -6.597 1.914
H 0.478 -6.601 2.974
H 2.049 -4.685 2.667
C -1.308 -2.998 -2.976
C -1.159 -1.694 -2.235
N 0.174 -1.224 -2.178
C 1.213 -2.067 -2.450
C 1.083 -3.346 -2.990
C -0.266 -3.771 -3.281
C 2.238 -4.106 -3.222
C 3.482 -3.605 -2.909
C 3.618 -2.317 -2.365
C 2.495 -1.548 -2.143
N 2.372 -0.265 -1.617
C 3.047 0.812 -2.058
C 4.278 0.878 -2.709
C 4.836 2.115 -3.057
C 4.204 3.309 -2.811
C 2.920 3.286 -2.227
C 2.137 4.441 -1.999
C 0.871 4.319 -1.497
C 0.375 3.039 -1.198
N 1.091 1.946 -1.355
C 2.350 2.049 -1.868
H -2.315 -3.355 -3.137
H -2.304 -1.325 -0.435
H -0.426 -4.740 -3.741
H 2.141 -5.101 -3.640
H 4.366 -4.207 -3.072
H 4.599 -1.951 -2.096
H 4.816 -0.029 -2.936
H 5.806 2.121 -3.539
H 4.654 4.255 -3.082
H 2.545 5.413 -2.249
H 0.239 5.179 -1.327
H -0.632 2.921 -0.824
C 1.206 1.846 3.874
Ge -0.288 2.469 2.728
C -1.835 2.676 3.929
C 0.263 4.307 2.228
Ge -1.012 0.864 0.976
C -1.666 -0.486 2.300
C -0.734 -1.057 3.170
C -1.092 -2.011 4.109
C -2.413 -2.429 4.201
C -3.361 -1.867 3.360
C -2.991 -0.902 2.429
C -2.721 1.742 0.382
C -3.808 1.016 -0.113
C -4.977 1.627 -0.536
C -5.093 3.010 -0.499
C -4.034 3.760 -0.015
C -2.879 3.128 0.430
H 2.025 2.565 3.825
H 1.601 0.871 3.598
H 0.858 1.792 4.906
H -1.559 3.290 4.788
H -2.153 1.696 4.289
H -2.680 3.142 3.422
H 0.555 4.816 3.149
H -0.539 4.885 1.769
H 1.119 4.324 1.552
H 0.307 -0.756 3.112
H -0.340 -2.437 4.762
H -2.701 -3.180 4.926
H -4.398 -2.173 3.431
H -3.763 -0.462 1.811
H -3.760 -0.065 -0.190
H -5.793 1.022 -0.913
H -6.000 3.494 -0.837
H -4.109 4.839 0.035
H -2.082 3.746 0.828
*
```

Löwdin population analysis, charges in e, atoms 1 to 99: 0.5156, -0.0334, -0.0402, 0.0087, -0.3042, 0.0913, -0.1581, 0.2254, -0.2262, 0.0757, -0.2476, 0.1598, -0.1950, -0.0051, -0.0576, -0.0593, -0.1305, 0.1306, -0.0918, 0.0103, -0.0629, -0.0619, 0.0033, -0.0973, 0.1139, 0.1115, 0.1154, 0.0855, 0.0986, 0.1074, 0.1049, 0.1041, 0.1189, 0.1043, 0.1041, 0.1180, -0.0191, -0.3718, 0.0341, -0.1798, -0.1697, -0.0220, -0.0569, -0.1060, -0.0332, -0.2064, 0.0079, -0.2099, -0.0054, -0.0850, -0.0632, -0.1613, 0.0039, -0.0397, -0.1443, 0.0408, -0.1487, 0.0975, 0.0802, 0.1131, 0.1049, 0.0927, 0.0975, 0.0876, 0.1040, 0.1034, 0.1196, 0.1107, 0.0603, -0.2433, 0.7083, -0.2415, -0.2530, 0.8847, -0.3591, -0.1462, -0.0801, -0.0939, -0.0848, -0.1066, -0.3463, -0.1535, -0.0872, -0.0957, -0.0860, -0.1540, 0.0137, -0.0140, 0.0204, 0.0165, 0.0119, 0.0101, 0.0183, 0.0026, -0.0072, 0.0742, 0.1059, 0.0990, 0.1002